Below is C6H10 in the gas phase at a distorted geometry, with properties calculated with ωB97M-V/def2-TZVPD.

Last column: Mulliken charge in e.
Atoms and positions in Å:
C 0.453 0.836 -1.620  -1.377
C 0.736 -0.203 -0.528  0.020
C 0.935 0.315 0.924  -0.634
C -0.391 -0.297 1.474  -0.286
C -1.571 -0.215 0.556  -0.638
C -0.414 -0.990 0.088  -0.129
H 1.354 1.406 -1.890  0.360
H 0.072 0.375 -2.540  0.323
H -0.291 1.563 -1.282  0.305
H 1.511 -0.892 -0.903  0.377
H 1.816 -0.179 1.358  0.242
H 0.968 1.386 1.039  0.333
H -0.516 -0.868 2.399  0.284
H -1.861 0.705 0.070  0.194
H -2.385 -0.890 0.811  0.252
H -0.415 -2.055 0.044  0.372

## Properties
Electronic energy (hartree): -234.5347
LUMO energy (hartree): 0.045
HOMO energy (eV): -8.79
Gap between HOMO and LUMO (eV): 10.024
Structure (SMILES): C[C@H]1C[C@H]2C[C@H]21

---

Below is C3H5N3 in the gas phase at a distorted geometry, with properties calculated with ωB97M-V/def2-TZVPD.

Last column: Mulliken charge in e.
Atoms and positions in Å:
C -1.663 0.038 -0.025  -1.041
C -0.209 -0.210 0.141  0.571
C 0.805 0.667 0.293  -0.413
N 1.970 -0.058 0.146  -0.016
N 1.622 -1.373 -0.073  -0.538
N 0.352 -1.467 -0.023  -0.143
H -2.207 -0.906 0.013  0.323
H -1.851 0.500 -1.002  0.234
H -2.034 0.716 0.744  0.309
H 0.869 1.728 0.487  0.398
H 2.345 0.365 -0.700  0.316

## Properties
Electronic energy (hartree): -281.5220
LUMO energy (hartree): 0.032
HOMO energy (eV): -9.75
Gap between HOMO and LUMO (eV): 10.620
Structure (SMILES): Cc1c[nH]nn1

---

Below is 4 unconnected molecules or ions with the total composition C18H31N3O7 at a distorted geometry, with properties calculated with ωB97M-V/def2-TZVPD.

Last column: Mulliken charge in e.
Atoms and positions in Å:
C -2.112 5.679 -1.787  -1.175
C -1.921 4.223 -1.269  0.986
C -2.416 3.141 -2.099  -1.010
C -2.279 1.773 -1.611  -0.377
C -1.653 1.451 -0.351  -1.116
C -1.154 2.558 0.480  0.819
C -0.488 2.150 1.821  -0.395
O 0.676 2.998 2.072  -0.268
C 1.637 2.322 2.756  0.684
O 1.337 1.657 3.714  -0.581
O 2.991 2.397 2.401  -0.181
O 3.648 1.266 2.833  -0.311
C -1.295 3.920 0.009  -0.541
H -1.157 6.187 -2.070  0.271
H -2.777 5.715 -2.689  0.328
H -2.574 6.277 -0.962  0.305
H -2.886 3.336 -3.087  0.292
H -2.682 0.959 -2.256  0.591
H -1.540 0.395 -0.030  0.392
H -1.181 2.226 2.700  0.188
H -0.103 1.100 1.721  0.381
H 3.660 0.633 2.085  0.327
H -0.908 4.738 0.653  0.334
C 0.178 -2.712 -3.825  -0.878
N -1.090 -2.392 -3.196  0.141
C -1.641 -3.314 -2.220  -0.841
C -1.772 -1.265 -3.490  0.179
O -2.840 -0.941 -2.996  -0.675
H 0.084 -3.659 -4.354  0.332
H 0.945 -2.800 -3.056  0.371
H 0.468 -1.933 -4.533  0.263
H -2.621 -3.656 -2.559  0.315
H -1.763 -2.799 -1.265  0.249
H -0.979 -4.169 -2.093  0.296
H -1.266 -0.637 -4.241  0.236
C -0.472 2.417 6.014  -0.672
N -1.783 1.871 6.311  0.132
C -2.542 2.418 7.420  -0.994
C -2.321 0.864 5.583  0.054
O -3.412 0.363 5.779  -0.614
H 0.174 2.288 6.886  0.386
H -0.572 3.482 5.787  0.337
H -0.024 1.910 5.161  0.109
H -2.752 1.625 8.141  0.283
H -3.492 2.810 7.049  0.304
H -1.982 3.216 7.905  0.400
H -1.662 0.523 4.767  0.334
C 5.022 -5.737 -4.355  -0.931
N 3.892 -5.115 -3.693  0.104
C 4.120 -3.953 -2.854  -0.870
C 2.631 -5.584 -3.833  0.115
O 1.643 -5.108 -3.305  -0.570
H 5.739 -6.073 -3.602  0.342
H 5.499 -5.007 -5.013  0.341
H 4.700 -6.593 -4.947  0.290
H 3.782 -4.169 -1.838  0.300
H 3.544 -3.110 -3.240  0.241
H 5.178 -3.697 -2.840  0.367
H 2.569 -6.468 -4.489  0.282

## Properties
Electronic energy (hartree): -1395.2786
LUMO energy (hartree): 0.005
HOMO energy (eV): -8.79
Gap between HOMO and LUMO (eV): 8.931
Structure (SMILES): Cc1cccc(COC(=O)OO)c1.CN(C)C=O.CN(C)C=O.CN(C)C=O

---

Below is 5 unconnected molecules or ions with the total composition C20H53N3O9 at a distorted geometry, with properties calculated with ωB97M-V/def2-TZVPD.

Last column: Mulliken charge in e.
Atoms and positions in Å:
C -3.371 -3.202 -3.842  -0.443
O -3.954 -2.497 -4.921  -0.360
C -3.345 -2.693 -6.166  -0.720
C -1.830 -2.456 -6.223  -0.468
N -1.532 -1.110 -5.727  -0.222
C -0.132 -0.753 -5.826  -1.036
C 0.871 -1.655 -5.103  -0.472
O 0.583 -1.367 -3.698  -0.135
C 1.141 -2.305 -2.782  -0.553
H -2.358 -2.846 -3.643  0.047
H -3.442 -4.275 -4.061  0.313
H -3.954 -3.066 -2.932  0.225
H -3.879 -2.064 -6.885  0.350
H -3.595 -3.691 -6.571  0.372
H -1.521 -2.550 -7.262  0.452
H -1.409 -3.192 -5.528  0.243
H -1.841 -1.082 -4.761  0.187
H 0.005 0.256 -5.438  0.389
H 0.107 -0.739 -6.896  0.433
H 1.916 -1.380 -5.246  0.393
H 0.681 -2.725 -5.197  0.371
H 0.706 -3.310 -2.754  0.299
H 1.000 -1.763 -1.850  0.005
H 2.190 -2.492 -3.045  0.324
C -3.362 0.513 -1.891  -0.558
O -2.727 1.501 -1.118  -0.417
C -1.467 1.087 -0.612  -0.058
C -0.866 2.197 0.229  -0.859
N -0.127 3.281 -0.411  -0.236
C -0.943 4.026 -1.366  -0.398
C -0.186 5.285 -1.796  -0.714
O 0.864 4.832 -2.610  -0.219
C 1.425 5.763 -3.537  -0.788
H -2.667 -0.108 -2.461  0.064
H -4.145 0.994 -2.470  0.352
H -3.891 -0.198 -1.235  0.305
H -0.830 0.772 -1.445  0.191
H -1.631 0.291 0.127  0.386
H -0.192 1.712 0.941  -0.009
H -1.639 2.570 0.908  0.355
H 0.734 2.916 -0.789  0.296
H -1.909 4.198 -0.896  0.478
H -1.061 3.430 -2.278  0.163
H 0.199 5.884 -0.959  0.331
H -0.868 6.000 -2.282  0.406
H 1.986 6.501 -2.956  0.288
H 0.658 6.300 -4.102  0.314
H 2.028 5.124 -4.172  0.219
C 3.611 1.377 7.092  -0.630
O 3.181 0.038 6.964  -0.441
C 2.340 -0.238 5.818  0.150
C 0.935 -0.384 6.373  -0.632
N -0.063 -0.695 5.330  -0.235
C 0.067 -1.935 4.584  -0.104
C -1.043 -2.093 3.565  -0.594
O -0.868 -3.278 2.828  -0.449
C -1.583 -4.390 3.313  -0.812
H 3.932 1.446 8.134  0.258
H 2.791 2.077 6.904  0.299
H 4.478 1.647 6.482  0.239
H 2.764 -1.158 5.415  0.219
H 2.493 0.585 5.124  -0.017
H 0.657 0.609 6.733  0.302
H 0.881 -1.108 7.191  0.295
H -0.963 -0.487 5.737  0.226
H 0.039 -2.794 5.276  0.424
H 1.054 -1.949 4.122  0.128
H -1.043 -1.187 2.955  0.065
H -2.001 -2.120 4.099  0.453
H -2.551 -4.485 2.817  0.277
H -1.764 -4.262 4.389  0.343
H -1.032 -5.328 3.257  0.304
O 4.410 1.584 3.524  -0.490
C 3.238 2.056 2.894  -0.536
C 2.584 1.055 1.957  -0.086
O 2.073 -0.091 2.637  -0.326
H 4.771 0.815 3.075  0.329
H 2.601 2.454 3.688  0.331
H 3.466 2.952 2.302  0.381
H 3.361 0.663 1.295  0.449
H 1.854 1.512 1.289  -0.264
H 1.491 0.254 3.329  0.101
O 0.348 -1.385 0.792  -0.313
H 1.247 -1.555 1.093  0.185
H -0.173 -2.113 1.164  0.281

## Properties
Electronic energy (hartree): -1635.0401
LUMO energy (hartree): 0.022
HOMO energy (eV): -8.29
Gap between HOMO and LUMO (eV): 8.901
Structure (SMILES): COCCNCCOC.COCCNCCOC.COCCNCCOC.OCCO.O

---

Below is C7H9NO2S in the gas phase at a distorted geometry, with properties calculated with ωB97M-V/def2-TZVPD.

Last column: Mulliken charge in e.
Atoms and positions in Å:
N 1.817 -0.697 -1.480  -0.638
S 2.434 0.252 -0.192  1.147
O 2.134 1.593 -0.550  -0.593
O 3.717 -0.325 0.205  -0.624
C 1.293 0.017 1.224  -0.947
C -0.053 0.156 0.627  -0.111
C -0.777 -1.020 0.426  -0.186
C -2.015 -0.978 -0.279  -0.691
C -2.623 0.180 -0.389  0.059
C -1.907 1.319 -0.291  -0.701
C -0.607 1.288 0.136  0.388
H 1.954 -1.620 -1.195  0.303
H 0.711 -0.584 -1.453  0.362
H 1.762 0.685 1.982  0.389
H 1.422 -0.977 1.413  0.390
H -0.450 -1.999 0.556  0.380
H -2.616 -1.991 -0.209  0.237
H -3.728 0.358 -0.618  0.274
H -2.558 2.198 -0.386  0.296
H 0.090 2.143 0.473  0.268

## Properties
Electronic energy (hartree): -875.4774
LUMO energy (hartree): 0.019
HOMO energy (eV): -9.75
Gap between HOMO and LUMO (eV): 10.252
Structure (SMILES): NS(=O)(=O)Cc1ccccc1

---

Below is 2 unconnected molecules or ions with the total composition C2H6N2O4 at a distorted geometry, with properties calculated with ωB97M-V/def2-TZVPD.

Last column: Mulliken charge in e.
Atoms and positions in Å:
N 1.821 -0.455 -0.551  -0.440
C 0.538 -0.586 -0.996  0.784
O -0.094 -1.650 -0.962  -0.563
O 0.191 0.405 -1.853  -0.450
H 2.543 -0.036 -1.116  0.193
H 2.099 -1.128 0.153  0.225
H 0.849 1.116 -1.800  0.297
N -1.762 -0.468 0.763  -0.386
C -0.797 0.407 1.262  0.586
O -0.177 0.218 2.292  -0.598
O -1.007 1.640 0.768  -0.457
H -1.761 -1.410 1.136  0.237
H -2.254 -0.185 -0.075  0.237
H -0.188 2.132 0.980  0.335

## Properties
Electronic energy (hartree): -490.3164
LUMO energy (hartree): 0.008
HOMO energy (eV): -9.69
Gap between HOMO and LUMO (eV): 9.899
Structure (SMILES): NC(=O)O.NC(=O)O

---

Below is a molecular structure, C23H28N4O2W at a distorted geometry, with properties calculated with ωB97M-V/def2-TZVPD.

Last column: Mulliken charge in e.
Atoms and positions in Å:
N -1.110 4.231 -0.637  -0.417
C -0.453 5.147 -0.360  0.357
C 0.341 6.328 -0.073  -0.894
H -0.291 7.224 -0.119  0.328
H 1.149 6.425 -0.811  0.302
H 0.785 6.258 0.929  0.289
N 2.599 -1.605 -1.128  -0.623
C 3.547 -2.275 -1.163  0.553
C 4.736 -3.088 -1.070  -1.008
H 5.496 -2.704 -1.766  0.353
H 4.490 -4.126 -1.336  0.349
H 5.126 -3.052 -0.041  0.330
N -4.129 -0.755 -0.034  -0.450
C -4.741 -1.743 -0.047  0.414
C -5.526 -2.966 -0.082  -0.851
H -5.174 -3.663 0.690  0.300
H -5.427 -3.445 -1.066  0.298
H -6.583 -2.737 0.098  0.307
W 0.771 -0.418 -1.140  2.008
C 0.119 -1.582 0.499  0.136
O -0.224 -2.244 1.398  -0.247
C 1.277 0.853 0.398  -0.032
O 1.593 1.603 1.251  -0.487
C 0.894 1.117 -2.631  -0.504
C -0.350 1.147 -1.987  0.177
C -1.141 -0.017 -1.935  -0.022
C -0.669 -1.193 -2.533  -0.400
C 0.599 -1.236 -3.128  -0.575
C 1.391 -0.076 -3.173  -0.540
H 1.513 2.009 -2.639  0.495
H -0.684 2.064 -1.516  0.321
H -2.092 -0.016 -1.409  0.531
H -1.262 -2.100 -2.472  0.511
H 0.974 -2.172 -3.531  0.501
H 2.382 -0.098 -3.614  0.503
C -0.188 2.593 4.666  -0.772
N 0.424 1.459 3.919  0.061
C 1.549 0.851 4.686  -0.812
C -0.603 0.392 3.532  -1.164
C -1.672 1.016 2.703  0.662
C -2.861 1.484 3.340  -0.564
C -3.792 2.229 2.612  -0.740
C -3.568 2.473 1.258  -1.090
C -2.423 1.924 0.628  -0.817
C -1.537 1.191 1.356  1.693
H -0.787 2.195 5.493  0.405
H -0.812 3.192 3.995  0.350
H 0.631 3.206 5.057  0.358
H 0.796 1.827 3.020  0.323
H 1.136 0.355 5.571  0.411
H 2.055 0.124 4.045  0.321
H 2.234 1.651 4.978  0.388
H -0.049 -0.378 2.989  0.133
H -0.989 -0.017 4.476  0.577
H -3.017 1.274 4.403  0.533
H -4.691 2.613 3.104  0.518
H -4.269 3.069 0.670  0.517
H -2.297 2.130 -0.427  0.399

## Properties
Total charge: +4
Electronic energy (hartree): -1328.0756
2S+1: 3
LUMO energy (spin up / spin down) (hartree): -0.576 / -0.584
HOMO energy (spin up / spin down) (eV): -21.01 / -21.01
Gap between HOMO and LUMO (spin up / spin down) (eV): 5.334 / 5.119